No. 1
# C5H10NS

A gas-phase ion, C5H10NS (charge +1) (ωB97M-V with the def2-TZVPD basis set, the Open Molecules 2025 dataset).

Each line ends with the Mulliken charge.
Element x y z (Å)
H: 0.795 1.481 2.236  0.3620
S: 2.235 0.244 -0.005  -0.1194
H: 0.536 0.147 2.928  0.3247
H: -1.629 -1.282 -1.778  0.3512
H: -2.159 -1.458 -0.206  0.3766
H: -0.405 1.101 -2.319  0.3661
N: 0.301 0.616 2.118  -0.3789
C: -0.470 0.015 -0.352  0.4328
H: 2.095 1.171 -2.336  0.4107
C: -1.203 -1.311 -0.735  -1.3565
H: -1.293 0.760 -0.076  0.2067
H: 0.384 -1.221 1.178  0.4949
C: 0.223 0.690 -1.510  -0.5188
C: 0.433 -0.249 0.763  -0.3860
H: -0.631 -2.310 -0.686  0.3378
C: 1.544 0.796 -1.490  -0.3014
H: -0.756 0.809 2.271  0.3974

Values from the calculation:
charge = +1
molecular weight = 116.21 g mol⁻¹
electronic energy = -17664.1017 eV
orbital gap = 8.7 eV
strongest force on any atom = 4.647 eV/Å

=====

No. 2
# C5H10NS

A gas-phase ion, C5H10NS (charge +1) (ωB97M-V with the def2-TZVPD basis set, the Open Molecules 2025 dataset).

Each line ends with the Mulliken charge.
Element x y z (Å)
H: 2.780 0.852 -1.009  0.4039
H: 0.394 0.831 -1.631  0.2898
H: 0.851 0.722 1.334  0.4581
C: 2.288 0.399 -0.095  -0.6435
H: -2.766 -1.336 -0.827  0.2775
C: -0.585 -0.614 -0.358  -0.0631
H: -1.617 -2.735 -0.768  0.2593
H: -0.920 1.517 -0.331  0.2842
H: -1.706 -0.839 1.541  0.3351
S: 2.025 -1.379 0.051  -0.0554
C: -0.080 0.734 -0.567  -0.2455
H: -0.433 -1.984 1.138  0.3266
C: 0.985 1.147 0.409  -0.8817
H: 2.964 0.518 0.793  0.3670
N: -1.143 -1.352 0.794  -0.1248
C: -1.687 -1.590 -0.520  -0.3800
H: 1.193 2.162 0.445  0.3924

Values from the calculation:
charge = +1
molecular weight = 116.21 g mol⁻¹
electronic energy = -17660.7685 eV
orbital gap (alpha / beta) = 6.9 / 7.0 eV
strongest force on any atom = 4.207 eV/Å

=====

No. 3
# C5H10O

A molecular structure, C5H10O (ωB97M-V with the def2-TZVPD basis set, the Open Molecules 2025 dataset).

Each line ends with the Mulliken charge.
Element x y z (Å)
H: -1.194 -2.364 0.985  0.2547
C: -1.814 -0.890 -0.568  -0.5904
H: 1.127 1.498 1.169  0.4163
H: 2.358 0.277 0.657  0.3357
H: 0.474 2.826 -0.283  0.2976
H: 0.091 -2.009 -0.262  0.2162
H: -2.873 -1.012 -0.360  0.2537
C: -0.823 -1.682 0.227  -0.5939
O: 1.531 0.326 1.166  -0.7382
H: -1.585 -0.676 -1.609  0.2241
H: -0.756 2.442 1.034  0.3024
H: 0.551 0.446 -0.915  0.3086
C: 0.066 0.732 0.020  0.1272
C: -0.967 -0.214 0.490  0.0118
C: 0.075 2.098 0.420  -1.2216
H: -1.468 0.084 1.407  0.3956

Values from the calculation:
molecular weight = 86.13 g mol⁻¹
electronic energy = -7390.8445 eV
orbital gap = 9.4 eV
strongest force on any atom = 0.408 eV/Å

=====

No. 4
# C5H10O

A molecular structure, C5H10O (ωB97M-V with the def2-TZVPD basis set, the Open Molecules 2025 dataset).

Each line ends with the Mulliken charge.
Element x y z (Å)
H: -1.255 -1.671 -1.284  0.2788
C: -1.485 -1.042 -0.412  -0.4262
H: 0.021 -1.259 1.272  0.4365
C: 1.919 0.618 0.102  -1.2153
H: -0.087 0.558 -1.141  0.3985
H: 2.608 -0.133 0.522  0.3041
H: 1.651 1.277 0.940  0.3114
C: -0.310 -0.614 0.448  -0.2076
C: -1.132 0.659 0.657  -0.4658
H: -2.325 -1.462 0.146  0.2914
H: -0.519 1.576 0.770  0.2336
H: 1.028 -0.792 -1.287  0.3808
O: -1.796 0.354 -0.668  -0.4396
H: 2.499 1.216 -0.607  0.3500
C: 0.700 -0.044 -0.562  -0.5391
H: -1.959 0.679 1.355  0.3084

Values from the calculation:
molecular weight = 86.13 g mol⁻¹
electronic energy = -7392.3772 eV
orbital gap = 10.7 eV
strongest force on any atom = 2.535 eV/Å

=====

No. 5
# C5H10O

C5H10O in the gas phase (ωB97M-V with the def2-TZVPD basis set, the Open Molecules 2025 dataset).

Each line ends with the Mulliken charge.
Element x y z (Å)
H: 0.179 -1.374 1.380  0.2925
C: -0.685 0.650 -0.332  0.0923
H: -1.106 0.229 1.765  0.2891
H: 1.776 -0.750 0.932  0.2954
C: 0.251 -0.505 -0.618  1.1358
O: -0.036 -1.294 -1.747  -0.5735
H: -1.517 0.717 -1.032  0.4144
H: 0.697 1.127 -2.021  0.2778
H: -1.917 1.663 1.140  0.3422
H: -0.649 -1.989 -1.475  0.3505
C: 0.882 -1.255 0.543  -1.4438
C: -0.987 1.088 1.091  -1.3388
H: 1.180 -2.253 0.198  0.4346
H: 1.449 1.347 -0.361  0.2333
H: -0.187 1.717 1.500  0.3065
C: 0.671 0.881 -0.964  -1.1083

Values from the calculation:
molecular weight = 86.13 g mol⁻¹
electronic energy = -7393.6510 eV
orbital gap = 10.4 eV
strongest force on any atom = 0.352 eV/Å

=====

No. 6
# C5H10O

C5H10O in the gas phase (ωB97M-V with the def2-TZVPD basis set, the Open Molecules 2025 dataset).

Each line ends with the Mulliken charge.
Element x y z (Å)
H: 0.171 -1.826 1.455  0.3114
H: 2.025 0.009 1.402  0.3202
C: -1.265 0.718 1.859  -0.6884
H: -1.435 -0.213 2.335  0.2331
H: -0.595 1.781 0.242  0.2876
H: -1.093 -0.451 -1.833  0.2907
H: 0.550 0.167 -2.124  0.3517
O: 0.091 -1.682 0.478  -0.6023
C: -0.527 0.834 0.760  -0.4238
H: 2.043 1.018 -0.148  0.3292
H: 0.307 -1.529 -1.683  0.4283
H: 2.527 -0.639 -0.188  0.3482
H: -1.762 1.586 2.301  0.2509
C: 0.015 -0.537 -1.517  -1.4810
C: 1.800 0.022 0.280  -1.3459
C: 0.378 -0.323 -0.014  1.3901

Values from the calculation:
molecular weight = 86.13 g mol⁻¹
electronic energy = -7393.1799 eV
orbital gap = 10.9 eV
strongest force on any atom = 3.383 eV/Å

=====

No. 7
# C5H10O

C5H10O in the gas phase (ωB97M-V with the def2-TZVPD basis set, the Open Molecules 2025 dataset).

Each line ends with the Mulliken charge.
Element x y z (Å)
C: -1.002 0.508 -1.361  -1.1228
H: 1.721 -0.816 -1.266  0.2574
H: 1.566 -0.053 1.672  0.2827
C: 0.845 -1.433 -1.412  -0.5946
H: -0.858 -0.675 1.802  0.3097
H: -1.956 0.972 -1.061  0.3576
C: -0.447 -0.276 -0.222  0.5780
H: 1.128 1.593 1.174  0.3098
C: 0.790 0.718 1.740  -1.1016
H: 0.878 -2.311 -2.046  0.2668
C: -0.547 0.187 1.194  -0.5126
O: -0.001 -1.525 -0.345  -0.3141
H: -0.358 1.316 -1.728  0.2661
H: 0.695 1.008 2.792  0.3507
H: -1.316 0.964 1.277  0.2850
H: -1.136 -0.177 -2.210  0.3820

Values from the calculation:
molecular weight = 86.13 g mol⁻¹
electronic energy = -7390.8461 eV
orbital gap (alpha / beta) = 7.6 / 8.6 eV
strongest force on any atom = 1.788 eV/Å

=====

No. 8
# C5H10O

C5H10O in the gas phase (ωB97M-V with the def2-TZVPD basis set, the Open Molecules 2025 dataset).

Each line ends with the Mulliken charge.
Element x y z (Å)
H: 0.512 -1.245 2.426  0.3469
C: -0.653 1.424 -1.514  -1.2381
C: -0.730 0.399 -0.379  -0.5554
H: -0.367 2.426 -1.171  0.3311
C: -0.145 -1.014 1.580  -1.3314
C: 0.482 0.009 0.506  0.3640
O: 1.560 -2.035 0.000  -0.4714
H: 2.486 -0.357 -0.544  0.3722
H: -1.094 -0.617 1.931  0.4038
H: 0.028 1.127 -2.317  0.3223
H: -1.656 1.520 -1.955  0.3398
H: -1.471 0.771 0.342  0.2733
C: 1.587 -0.830 -0.098  -0.1281
H: -0.379 -2.016 1.160  0.3402
H: 0.956 0.985 0.795  0.3198
H: -1.116 -0.547 -0.764  0.3112

Values from the calculation:
molecular weight = 86.13 g mol⁻¹
electronic energy = -7393.7542 eV
orbital gap = 10.6 eV
strongest force on any atom = 1.266 eV/Å

=====

No. 9
# C5H10O

A molecular structure, C5H10O (ωB97M-V with the def2-TZVPD basis set, the Open Molecules 2025 dataset).

Each line ends with the Mulliken charge.
Element x y z (Å)
H: 2.308 -1.273 -0.178  0.3133
C: -0.430 0.797 1.223  -0.4773
C: 1.284 -1.664 -0.163  -1.1601
H: -0.536 2.653 -0.645  0.3670
C: 0.299 0.663 -0.096  0.2599
C: -0.799 1.629 -0.390  -0.8012
O: -1.374 -0.204 1.340  -0.4118
H: -1.700 1.225 -0.845  0.2964
C: 0.310 -0.680 -0.806  -0.5453
H: 1.285 -2.621 -0.696  0.3542
H: -0.700 -1.103 -0.801  0.2584
H: 1.288 1.126 -0.071  0.3681
H: -1.023 1.881 0.919  0.1911
H: 0.586 -0.518 -1.856  0.3339
H: 1.011 -1.856 0.880  0.2965
H: -1.808 -0.055 2.188  0.3571

Values from the calculation:
molecular weight = 86.13 g mol⁻¹
electronic energy = -7391.1397 eV
orbital gap = 9.0 eV
strongest force on any atom = 0.307 eV/Å

=====

No. 10
# C5H10O

C5H10O in the gas phase (ωB97M-V with the def2-TZVPD basis set, the Open Molecules 2025 dataset).

Each line ends with the Mulliken charge.
Element x y z (Å)
H: -1.377 0.685 1.465  0.3388
C: 0.931 0.311 -0.754  -0.5059
O: -1.340 0.397 -1.656  -0.6226
H: 1.660 -0.835 0.966  0.3000
H: -0.671 -1.917 -0.639  0.3544
H: 1.475 0.897 1.281  0.3122
H: 1.201 -0.458 -1.488  0.2975
H: 2.822 0.312 0.303  0.3741
H: 1.134 1.279 -1.227  0.2988
H: -1.980 1.769 0.092  0.3048
C: 1.760 0.161 0.520  -1.1611
C: -1.038 -1.191 0.086  -1.5425
C: -1.274 1.020 0.435  -0.9872
H: -0.583 -1.366 1.065  0.4256
H: -2.126 -1.289 0.150  0.4081
C: -0.592 0.229 -0.600  1.4048

Values from the calculation:
molecular weight = 86.13 g mol⁻¹
electronic energy = -7390.5145 eV
orbital gap (alpha / beta) = 9.2 / 7.6 eV
strongest force on any atom = 1.728 eV/Å

=====

No. 11
# C5H10O

4 unconnected molecules or ions with the total composition C5H10O (ωB97M-V with the def2-TZVPD basis set, the Open Molecules 2025 dataset).

Each line ends with the Mulliken charge.
Element x y z (Å)
C: -1.553 1.170 -0.411  -0.6846
C: -0.511 0.138 -0.200  0.6887
C: -1.887 -0.162 0.254  -0.6227
H: 0.104 0.728 1.096  -0.3361
C: 2.174 -0.722 0.361  -0.1444
H: 1.922 -1.768 0.595  0.2719
H: -2.118 -0.130 1.315  0.2332
H: 0.441 -1.561 -1.070  0.3712
H: 0.859 0.671 1.457  0.3896
H: 0.963 0.091 -1.720  0.3283
O: 2.207 0.124 1.291  -0.5425
H: -2.449 -0.907 -0.306  0.2435
C: 0.479 -0.483 -0.931  -0.9538
H: -1.871 1.342 -1.436  0.2360
H: -1.576 2.051 0.224  0.2417
H: 2.815 -0.581 -0.520  0.2799

Values from the calculation:
molecular weight = 86.13 g mol⁻¹
electronic energy = -7389.2791 eV
orbital gap = 9.7 eV
strongest force on any atom = 0.333 eV/Å

=====

No. 12
# C5H10O

C5H10O in the gas phase (ωB97M-V with the def2-TZVPD basis set, the Open Molecules 2025 dataset).

Each line ends with the Mulliken charge.
Element x y z (Å)
O: -1.254 -1.315 -1.219  -0.3971
H: 1.167 -0.932 -1.035  0.4575
H: -0.638 -2.046 -1.052  0.3031
H: 0.985 -1.904 0.449  0.3273
H: 2.272 -0.691 0.322  0.3994
H: -1.044 1.124 -1.259  0.3016
H: 0.617 2.319 0.960  0.2708
H: -1.647 1.604 0.380  0.2767
H: 1.222 1.703 -0.642  0.2746
C: -1.602 -0.627 -0.093  -0.6031
C: 0.330 0.155 0.625  0.3155
C: 0.530 1.560 0.186  -0.6011
C: -0.871 1.102 -0.188  -0.3964
C: 1.230 -0.907 0.059  -1.6935
H: 0.101 0.052 1.682  0.4317
H: -1.361 -1.197 0.817  0.3331

Values from the calculation:
molecular weight = 86.13 g mol⁻¹
electronic energy = -7389.2636 eV
orbital gap = 7.8 eV
strongest force on any atom = 0.413 eV/Å

=====

Summary of energy above the lowest of the compared OMol25 structures with the same formula, charge and spin in kcal per mole
51.2 128.1 90.4 55.1 25.7 36.6 90.4 23.3 83.6 98.0 126.5 126.9
(order as listed above)